The following is a DFT calculation (ωB97M-V with the def2-TZVPD basis set) of a molecular structure, C56H53AgAsGeN5O3PS in a non-equilibrium geometry.

Results
* charge: 0
* <S²>: 0.76
* frontier orbital gap (spin up / spin down): 7.5 / 6.2 eV
* 2S+1: 2
* energy relative to the best compared isomer or geometry (same formula, charge and spin): 32.4 kcal/mol
* maximum force: 1.490 eV/A
* HOMO (spin up / spin down): -7.22 / -7.74 eV

Structure (XYZ):
```
122
Properties=species:S:1:pos:R:3:forces:R:3:lowdin_charge:R:1
Ag 0.9563 -1.5849 0.2084 0.7140 0.9873 -0.0596 0.633
N -4.4474 -0.9116 5.0128 -0.0325 -0.0336 0.0930 0.100
C -3.8777 -1.3018 3.8141 0.0643 -0.0738 -0.1317 -0.325
C -4.4796 -2.2830 3.0228 -0.0310 0.1164 0.0543 -0.025
C -3.8548 -2.7457 1.8811 0.0416 -0.0856 -0.1093 -0.052
C -2.6211 -2.2350 1.5079 0.1084 -0.1805 -0.1391 -0.294
C -2.0330 -1.2344 2.2648 -0.0177 0.0862 -0.1570 -0.102
C -2.6539 -0.7634 3.4035 -0.0339 0.0234 0.0031 -0.030
S -1.7913 -2.9765 0.1208 -0.1214 0.0031 0.0039 0.594
O -2.6639 -4.0101 -0.3589 -0.0958 -0.1408 0.1149 -0.309
O -1.4457 -1.9531 -0.8710 -0.4941 -0.1377 -0.1007 -0.441
N -0.3937 -3.3952 0.8054 -0.5180 -0.0218 -0.0728 -0.156
C 0.4300 -4.1811 0.0674 0.2840 -0.7532 -0.3259 -0.516
N 1.7570 -3.9006 0.1800 -0.2911 -0.2516 0.0873 0.065
C 2.6061 -4.7542 -0.3894 0.0574 -0.0578 0.0588 -0.144
C 2.1931 -5.8357 -1.1405 -0.0125 -0.0429 0.0725 -0.056
C 0.8201 -5.9582 -1.3101 0.0361 0.0620 0.0389 -0.124
N -0.0489 -5.1656 -0.7155 -0.0611 0.0130 0.1167 0.134
H -5.4195 -1.1351 5.1379 -0.0402 0.0774 -0.0042 0.087
H -4.1808 -0.0096 5.3666 -0.0492 0.0437 -0.0028 0.086
H -5.4419 -2.6858 3.3111 -0.0359 -0.0299 0.0314 0.110
H -4.3020 -3.5179 1.2684 -0.0076 0.0007 0.0685 0.112
H -1.0834 -0.8294 1.9526 0.0305 0.0393 0.0777 0.028
H -2.1911 0.0222 3.9924 0.0165 -0.0172 -0.0013 0.106
H 3.6599 -4.5534 -0.2416 -0.0001 0.0299 -0.0385 0.097
H 2.8998 -6.5197 -1.5855 0.0013 0.0250 -0.0268 0.097
H 0.3915 -6.7262 -1.9482 0.0617 -0.0189 0.0012 0.110
O 2.2573 1.2567 0.9462 0.1847 -0.0424 -0.1125 -0.136
H 2.1309 1.8637 0.2056 -0.0601 0.0992 0.1847 0.017
H 2.0968 1.7599 1.7500 -0.0992 0.0662 -0.0237 0.059
C 1.6821 -1.5467 5.0444 0.1102 -0.0321 0.2591 -0.039
C 1.3795 -1.2325 3.6644 -0.0919 0.0581 -0.2436 -0.208
N 1.1397 -0.9778 2.5731 0.0804 0.0546 0.3296 0.158
H 2.5238 -0.9388 5.3746 -0.0062 -0.0281 0.0141 0.089
H 1.9487 -2.5983 5.1375 -0.0103 0.0031 -0.0438 0.091
H 0.8151 -1.3440 5.6717 0.0022 -0.0009 -0.0214 0.087
C -2.0893 0.8320 -1.4732 -0.0189 -0.1434 0.1376 -0.412
C -3.2952 1.0295 -0.5601 0.0883 -0.0028 -0.0946 -0.412
As -4.9412 1.2897 -1.6466 -0.0370 -0.0064 0.2876 1.319
C -6.2694 0.9051 -0.2509 0.0325 0.0118 -0.0468 -0.422
C -6.3610 1.6639 0.9136 0.0350 0.0379 -0.0219 -0.123
C -7.3781 1.4355 1.8261 0.0196 0.0155 0.0788 -0.091
C -8.3043 0.4255 1.6002 -0.0092 -0.0631 0.0103 -0.097
C -8.1987 -0.3628 0.4645 -0.0679 -0.0124 0.0491 -0.094
C -7.1909 -0.1167 -0.4584 0.1158 0.0368 -0.1242 -0.127
C -5.0568 3.2488 -1.5219 0.0130 -0.0428 -0.0937 -0.408
C -6.2862 3.8882 -1.3737 0.0054 -0.0761 -0.0439 -0.124
C -6.3661 5.2718 -1.3357 -0.0171 0.0374 -0.0159 -0.088
C -5.2175 6.0411 -1.4593 0.0152 0.0088 0.0135 -0.095
C -3.9917 5.4161 -1.6299 0.0062 0.0564 -0.0197 -0.090
C -3.9153 4.0315 -1.6669 0.0296 -0.1128 0.0089 -0.115
P -0.4419 0.6418 -0.6069 -0.2159 0.6524 -0.2634 1.059
C -0.4737 2.3135 0.1753 0.0778 -0.1343 0.0646 -0.378
C -0.6453 3.5044 -0.5269 0.0262 0.0084 0.0782 -0.118
C -0.7887 4.7087 0.1479 0.0217 0.0344 -0.0522 -0.075
C -0.7754 4.7382 1.5341 -0.0110 0.0240 0.0253 -0.079
C -0.6312 3.5563 2.2473 0.0124 0.0034 0.0266 -0.078
C -0.4831 2.3545 1.5702 -0.0471 -0.0021 -0.0510 -0.123
C 0.5847 0.8440 -2.1182 0.1343 0.0911 0.0657 -0.383
C 0.5841 -0.2385 -3.0055 -0.0899 0.0924 0.0092 -0.118
C 1.3068 -0.1797 -4.1859 0.0018 -0.0023 -0.0249 -0.083
C 2.0589 0.9480 -4.4900 -0.0134 -0.0062 -0.0224 -0.088
C 2.0947 2.0079 -3.6012 0.0002 0.0691 -0.0490 -0.085
C 1.3635 1.9573 -2.4219 -0.0309 -0.0528 -0.0376 -0.107
H -1.9853 1.6894 -2.1443 0.1004 -0.0739 -0.0675 0.062
H -2.2213 -0.0600 -2.0814 -0.0034 -0.0281 -0.0661 0.061
H -3.1609 1.8884 0.1011 -0.0491 0.0015 0.0144 0.064
H -3.4593 0.1483 0.0576 -0.0408 -0.1099 0.0453 0.055
H -5.6520 2.4655 1.0883 -0.0208 0.0042 0.0194 0.104
H -7.4581 2.0582 2.7090 0.0151 -0.0231 0.0149 0.100
H -9.1090 0.2559 2.3060 0.0368 0.0009 -0.0128 0.099
H -8.9133 -1.1571 0.2879 0.0146 0.0071 -0.0129 0.101
H -7.1253 -0.7146 -1.3604 -0.0280 -0.0168 0.0139 0.090
H -7.1887 3.2965 -1.2764 -0.0182 0.0319 0.0220 0.101
H -7.3280 5.7536 -1.2108 -0.0020 -0.0186 0.0023 0.102
H -5.2778 7.1214 -1.4247 -0.0069 -0.0028 -0.0109 0.099
H -3.0924 6.0102 -1.7398 0.0001 -0.0119 0.0062 0.094
H -2.9505 3.5555 -1.8020 -0.0848 0.0720 0.0214 0.066
H -0.6712 3.4932 -1.6101 -0.0006 0.0344 0.0257 0.101
H -0.9195 5.6267 -0.4119 0.0133 -0.0104 0.0143 0.102
H -0.8856 5.6795 2.0574 -0.0099 -0.0057 -0.0026 0.104
H -0.6349 3.5739 3.3305 -0.0130 -0.0130 -0.0092 0.103
H -0.3788 1.4238 2.1176 0.0346 0.0163 0.0356 0.079
H -0.0080 -1.1167 -2.7698 0.0059 -0.0556 -0.0052 0.092
H 1.2813 -1.0146 -4.8756 -0.0086 -0.0097 0.0204 0.107
H 2.6277 0.9900 -5.4102 0.0044 0.0040 0.0084 0.107
H 2.7061 2.8752 -3.8177 -0.0010 -0.0054 0.0279 0.109
H 1.4045 2.8024 -1.7453 0.0460 -0.0234 -0.0307 0.091
C 5.7358 2.6911 -2.8081 -0.0124 -0.0299 -0.0568 -0.095
C 5.2450 2.9156 -1.5303 0.0182 0.0308 -0.0182 -0.085
C 4.5506 1.9147 -0.8646 -0.0251 0.0607 0.0779 -0.145
C 4.3275 0.6668 -1.4492 -0.3911 -0.1010 0.1491 -0.277
C 4.8262 0.4658 -2.7360 0.0057 -0.1623 0.0076 -0.116
C 5.5257 1.4580 -3.4071 0.0597 0.0717 0.0090 -0.089
Ge 3.4573 -0.8763 -0.4911 1.4887 0.0304 -0.0449 1.056
C 4.3214 -2.3670 -1.5119 -0.5045 0.0228 -0.0051 -0.342
C 3.7654 -2.8350 -2.7020 -0.0774 0.0378 0.0480 -0.142
C 4.3561 -3.8681 -3.4143 0.0274 -0.0115 -0.0575 -0.089
C 5.5151 -4.4627 -2.9356 0.0039 -0.0355 0.0075 -0.093
C 6.0854 -4.0052 -1.7559 0.0272 -0.0272 -0.0116 -0.085
C 5.4935 -2.9644 -1.0526 0.0083 0.1506 0.0582 -0.114
C 4.4342 -1.0194 1.2427 -0.4138 -0.1641 0.0109 -0.317
C 5.4525 -0.1634 1.6545 -0.0696 0.0740 -0.1443 -0.098
C 6.1020 -0.3527 2.8680 0.0603 -0.0062 0.0510 -0.089
C 5.7589 -1.4183 3.6869 -0.0122 0.0225 -0.0110 -0.100
C 4.7676 -2.3003 3.2766 0.0302 -0.0356 0.0664 -0.103
C 4.1087 -2.0946 2.0733 0.0093 -0.0379 -0.1003 -0.154
H 6.2808 3.4661 -3.3325 0.0073 0.0034 0.0208 0.100
H 5.4153 3.8693 -1.0449 -0.0198 -0.0056 0.0095 0.101
H 4.1930 2.1079 0.1380 0.0719 0.0050 -0.0311 0.080
H 4.6793 -0.4869 -3.2275 0.0195 0.0046 -0.0068 0.088
H 5.9164 1.2650 -4.3991 -0.0346 -0.0098 -0.0052 0.105
H 2.8452 -2.3894 -3.0671 -0.0018 -0.0347 -0.0420 0.088
H 3.9153 -4.2162 -4.3408 -0.0420 -0.0019 0.0303 0.104
H 5.9675 -5.2856 -3.4753 0.0173 0.0286 -0.0151 0.100
H 6.9924 -4.4628 -1.3796 -0.0053 0.0064 0.0027 0.102
H 5.9431 -2.6193 -0.1292 0.0390 -0.0356 -0.0033 0.097
H 5.7603 0.6527 1.0140 0.0071 0.0453 0.0308 0.087
H 6.8894 0.3275 3.1700 -0.0050 0.0037 -0.0205 0.100
H 6.2693 -1.5680 4.6304 0.0117 -0.0101 -0.0133 0.098
H 4.5212 -3.1562 3.8957 -0.0350 0.0047 -0.0292 0.101
H 3.3331 -2.7859 1.7584 -0.0073 -0.0200 0.0727 0.067
```
Forces are in eV/Å.